Computed, not measured: a cluster of 32 separate species, C5H69FO35S in total at a distorted geometry, with ωB97M-V with the def2-TZVPD basis set.

Output
Frontier orbital gap = 9.49 eV
E = -91521.6760 eV

Bonds (Å) are listed after each position.
Element x y z (Å)
1 S -0.98636 1.71845 -2.09591  C39 1.885, H98 1.346
2 F -1.81287 -3.20979 -1.05453  C38 1.393
3 O -3.77997 5.51486 2.06990  H70 0.962, H81 0.965
4 O -5.20659 -3.30409 -2.54243  H59 0.962, H90 0.962
5 O -5.01873 2.06342 3.40205  H74 0.965, H76 0.961
6 O 0.15981 0.06267 5.99681  H83 0.960, H86 0.967
7 O 6.57888 1.85442 3.33651  H91 0.962, H97 0.963
8 O 1.78700 -2.72453 -8.26530  H63 0.960, H80 0.970
9 O 0.24024 -0.54499 1.26845  H48 0.963, H56 0.963
10 O -1.80414 -3.30127 3.96198  H54 0.962, H109 0.965
11 O 1.89800 -0.40019 -1.64697  C41 1.198
12 O 1.96134 1.79060 2.22372  H49 0.965, H110 0.963
13 O 0.13231 -0.34742 -3.14670  C39 1.405, C41 1.388
14 O 6.56542 4.20969 5.34716  H85 0.964, H100 0.960
15 O -2.13730 -0.19832 -3.54049  C39 1.359, H43 0.960
16 O -0.86222 1.91454 3.67513  H45 0.965, H65 0.968
17 O -4.59382 0.77980 -4.29297  H60 0.960, H104 0.967
18 O 4.64784 2.52453 1.21373  H62 0.971, H111 0.961
19 O 7.91816 -1.54252 -1.22168  H73 0.963, H102 0.963
20 O -0.70039 2.58619 -8.58424  H52 0.960, H66 0.966
21 O 1.45280 -3.64491 -4.14123  H79 0.963, H107 0.964
22 O 0.73188 -0.01483 -7.85870  H84 0.966, H106 0.963
23 O 5.88262 0.56015 -0.36970  H64 0.964, H92 0.961
24 O -7.15831 -5.74947 -1.66506  H71 0.961, H82 0.962
25 O -0.64740 5.57693 1.31869  H77 0.962, H96 0.963
26 O 0.04944 -4.05803 1.23622  H61 0.964, H105 0.966
27 O 6.17450 -2.82015 1.23474  H44 0.961, H72 0.963
28 O 0.00823 -1.69153 -1.44471  C40 1.469, C41 1.355
29 O -3.41399 -5.74237 -1.60571  H87 0.961, H88 0.963
30 O 2.50719 -2.27472 1.16838  H101 0.969, H108 0.964
31 O -3.85051 1.74807 6.38797  H58 0.962, H89 0.961
32 O -1.84039 2.95790 0.93260  H93 0.962, H94 0.965
33 O -4.92783 4.48864 5.13232  H46 0.969, H50 0.962
34 O -2.23796 1.45703 -6.14026  H69 0.965, H103 0.965
35 O 4.11726 -2.16232 3.55035  H47 0.960, H57 0.963
36 O -1.88541 4.58038 4.08837  H51 0.960, H75 0.965
37 O 3.59114 -3.40987 -1.53156  H67 0.962, H78 0.965
38 C -2.38352 -1.94593 -1.18969  F2 1.393, C40 1.523, C42 1.505, H53 1.074
39 C -1.14365 -0.08501 -2.62045  S1 1.885, O13 1.405, O15 1.359, C40 1.554
40 C -1.24868 -0.93994 -1.32672  O28 1.469, C38 1.523, C39 1.554, H99 1.076
41 C 0.82448 -0.77690 -2.02228  O11 1.198, O13 1.388, O28 1.355
42 C -3.14986 -1.68157 0.07839  C38 1.505, H55 1.078, H68 1.074, H95 1.076
43 H -2.66739 0.59896 -3.47077  O15 0.960
44 H 5.24555 -2.76528 0.99401  O27 0.961
45 H -0.91919 2.83186 3.96860  O16 0.965
46 H -4.35435 3.86099 5.59679  O33 0.969
47 H 4.35119 -1.68855 4.35241  O35 0.960
48 H 0.85144 0.00928 1.76421  O9 0.963
49 H 2.86321 2.10906 2.35508  O12 0.965
50 H -5.79230 4.34224 5.52834  O33 0.962
51 H -2.82816 4.52559 3.91767  O36 0.960
52 H -1.55888 2.87662 -8.90228  O20 0.960
53 H -3.02692 -1.96150 -2.04969  C38 1.074
54 H -1.16246 -2.77635 4.44902  O10 0.962
55 H -3.13748 -0.62405 0.28558  C42 1.078
56 H 0.78717 -0.95065 0.58754  O9 0.963
57 H 4.58431 -3.00080 3.62427  O35 0.963
58 H -3.02383 1.59325 5.92116  O31 0.962
59 H -4.42680 -3.62791 -3.00387  O4 0.962
60 H -5.51654 0.67392 -4.53500  O17 0.960
61 H -0.28436 -3.70132 0.40555  O26 0.964
62 H 5.15679 2.09481 0.50685  O18 0.971
63 H 2.70067 -2.73954 -8.55895  O8 0.960
64 H 6.69486 0.22517 -0.76591  O23 0.964
65 H 0.04965 1.80792 3.36697  O16 0.968
66 H -0.85330 2.38892 -7.65143  O20 0.966
67 H 3.25825 -2.81350 -0.85446  O37 0.962
68 H -4.15311 -2.06010 0.01907  C42 1.074
69 H -2.22939 0.59103 -6.56519  O34 0.965
70 H -4.53734 5.49989 1.47679  O3 0.962
71 H -6.51536 -6.31588 -1.22959  O24 0.961
72 H 6.63680 -2.61523 0.41503  O27 0.963
73 H 7.76808 -2.35147 -1.72243  O19 0.963
74 H -5.05606 2.96063 3.75435  O5 0.965
75 H -1.54120 5.03784 3.31134  O36 0.965
76 H -4.11991 1.95923 3.07797  O5 0.961
77 H -1.09474 6.26195 0.81195  O25 0.962
78 H 2.84979 -3.50896 -2.14061  O37 0.965
79 H 2.18998 -3.06172 -4.34833  O21 0.963
80 H 1.60781 -1.80056 -8.03226  O8 0.970
81 H -4.13197 5.91080 2.87658  O3 0.965
82 H -6.78657 -4.86837 -1.56285  O24 0.962
83 H 1.04756 0.37839 6.17852  O6 0.960
84 H 0.29548 0.49485 -8.55311  O22 0.966
85 H 6.46387 3.40095 4.83216  O14 0.964
86 H -0.18645 0.67778 5.33630  O6 0.967
87 H -2.77925 -6.30901 -1.15944  O29 0.961
88 H -3.05337 -4.85536 -1.50108  O29 0.963
89 H -4.29019 0.89399 6.37630  O31 0.961
90 H -5.92194 -3.46089 -3.16639  O4 0.962
91 H 6.92801 0.96246 3.42362  O7 0.962
92 H 5.28697 -0.19407 -0.37750  O23 0.961
93 H -2.37332 3.31057 1.65134  O32 0.962
94 H -1.11661 3.59236 0.86580  O32 0.965
95 H -2.64739 -2.16708 0.89690  C42 1.076
96 H 0.24121 5.91997 1.45870  O25 0.963
97 H 5.62964 1.74931 3.45971  O7 0.963
98 H -1.77487 1.76472 -1.00657  S1 1.346
99 H -1.07696 -0.28854 -0.48812  C40 1.076
100 H 7.35179 4.05885 5.87647  O14 0.960
101 H 2.75599 -1.80987 1.98087  O30 0.969
102 H 8.68613 -1.73544 -0.67383  O19 0.963
103 H -1.45871 1.43798 -5.57169  O34 0.965
104 H -4.14408 1.01069 -5.11751  O17 0.967
105 H 0.76105 -3.45520 1.48649  O26 0.966
106 H 1.57915 0.42848 -7.74882  O22 0.963
107 H 0.91063 -3.14609 -3.51970  O21 0.964
108 H 2.96896 -3.11746 1.24215  O30 0.964
109 H -1.28455 -3.73673 3.27471  O10 0.965
110 H 1.59398 2.38966 1.56598  O12 0.963
111 H 5.29065 3.05898 1.68805  O18 0.961

Mulliken population analysis, charges in e, atoms 1 to 2: number 1, S, carries -0.247; number 2, F, carries -0.345